Entry 1:
This record from OMol25 describes a structure of composition C46H120As2F18N9O12S2 in a non-equilibrium geometry. The level of theory is ωB97M-V/def2-TZVPD.

The geometry in ORCA input format:
```
! RIJCOSX wB97M-V def2-TZVPD def2/J DEFGRID3
* xyz 5 1
C -0.890 0.935 1.270
F -2.150 0.973 1.722
F -0.416 2.143 0.994
F -0.203 0.396 2.298
S -0.834 -0.271 -0.237
O -1.922 0.127 -1.100
O 0.507 -0.168 -0.742
N -1.171 -1.690 0.657
S -0.642 -2.868 -0.226
O -1.560 -3.976 -0.034
O -0.354 -2.562 -1.620
C 1.022 -3.312 0.631
F 1.294 -4.595 0.466
F 1.999 -2.635 0.091
F 0.855 -3.083 1.919
C 1.535 6.147 -0.334
C 2.785 6.109 0.506
N 3.056 4.840 1.281
C 1.776 4.233 1.847
C 3.542 3.828 0.271
C 3.729 2.377 0.739
C 4.093 5.147 2.383
C 3.578 6.030 3.513
O 2.546 5.467 4.257
C 2.100 6.188 5.403
H 1.534 7.151 -0.770
H 0.563 6.271 0.161
H 1.298 5.324 -1.006
H 2.589 6.903 1.227
H 3.692 6.376 -0.031
H 1.255 5.054 2.321
H 1.956 3.300 2.366
H 1.195 3.907 0.984
H 4.443 4.167 -0.241
H 2.812 3.721 -0.533
H 2.773 2.008 1.135
H 4.311 2.330 1.660
H 3.920 1.708 -0.093
H 4.879 5.717 1.894
H 4.347 4.150 2.735
H 3.233 6.979 3.078
H 4.429 6.389 4.104
H 1.279 5.727 5.937
H 1.734 7.156 5.029
H 3.012 6.437 5.950
C 0.252 0.682 5.331
C 0.582 -0.773 5.644
N 1.779 -0.934 6.530
C 1.355 -0.599 7.977
C 2.237 -2.384 6.540
C 1.233 -3.436 7.016
C 2.877 0.069 6.217
C 3.567 -0.143 4.874
O 2.636 -0.425 3.892
C 3.100 -0.675 2.587
H -0.745 0.685 4.872
H 0.739 1.167 4.485
H 0.251 1.364 6.179
H 0.734 -1.264 4.683
H -0.265 -1.261 6.125
H 2.187 -0.970 8.565
H 0.359 -0.993 8.146
H 1.279 0.481 8.082
H 3.003 -2.366 7.319
H 2.794 -2.535 5.618
H 0.532 -3.727 6.240
H 0.698 -3.125 7.916
H 1.796 -4.261 7.454
H 3.618 -0.145 6.993
H 2.618 1.092 6.479
H 4.318 -0.945 4.958
H 4.232 0.704 4.649
H 2.254 -0.978 1.972
H 3.847 -1.465 2.487
H 3.481 0.245 2.136
C 7.371 -5.020 -2.189
C 6.129 -5.807 -1.819
N 5.341 -6.310 -3.018
C 4.786 -5.136 -3.803
C 6.155 -7.222 -3.954
C 5.385 -7.859 -5.095
C 4.191 -7.157 -2.508
C 3.097 -6.540 -1.633
O 2.402 -5.507 -2.323
C 0.999 -5.612 -2.429
H 8.130 -5.621 -2.688
H 7.850 -4.724 -1.255
H 7.056 -4.108 -2.691
H 5.398 -5.207 -1.276
H 6.354 -6.633 -1.142
H 4.053 -4.630 -3.181
H 4.160 -5.436 -4.644
H 5.709 -4.650 -4.098
H 6.526 -7.996 -3.285
H 6.898 -6.557 -4.385
H 4.365 -8.169 -4.891
H 5.890 -8.723 -5.533
H 5.384 -7.221 -5.983
H 4.541 -8.100 -2.096
H 3.590 -7.352 -3.395
H 3.313 -6.149 -0.636
H 2.408 -7.373 -1.456
H 0.732 -6.447 -3.083
H 0.681 -4.716 -2.967
H 0.406 -5.585 -1.514
C -4.738 -2.933 -8.004
C -3.633 -2.837 -6.952
C -3.884 -3.479 -5.569
O -3.022 -2.870 -4.635
C -3.155 -3.424 -3.330
N -2.398 -3.415 -7.606
H -2.249 -3.133 -8.576
H -1.554 -3.230 -7.054
H -2.431 -4.441 -7.592
H -4.454 -2.451 -8.938
H -5.739 -2.613 -7.716
H -4.952 -3.992 -8.197
H -3.537 -1.757 -6.831
H -3.753 -4.552 -5.754
H -4.868 -3.176 -5.204
H -2.503 -4.302 -3.235
H -4.135 -3.872 -3.141
H -2.820 -2.811 -2.498
C -2.211 1.189 -4.139
C -0.704 1.203 -3.883
C -0.035 -0.142 -3.809
O 1.358 0.081 -3.872
C 2.108 -1.087 -3.501
N -0.080 2.088 -4.965
H -0.551 1.959 -5.860
H -0.043 3.086 -4.741
H 0.917 1.872 -5.108
H -2.534 0.466 -3.386
H -2.535 0.845 -5.124
H -2.692 2.153 -3.993
H -0.559 1.836 -3.006
H -0.358 -0.760 -4.657
H -0.376 -0.594 -2.874
H 1.712 -1.765 -2.745
H 3.028 -0.651 -3.108
H 2.436 -1.663 -4.370
C -4.446 -4.313 3.696
C -3.179 -3.441 3.615
C -1.875 -4.148 3.869
O -1.479 -5.044 2.894
C -0.308 -5.823 3.232
N -3.296 -2.649 2.301
H -3.915 -1.844 2.298
H -2.370 -2.248 2.037
H -3.407 -3.245 1.472
H -4.209 -5.060 4.455
H -4.694 -4.940 2.838
H -5.350 -3.764 3.954
H -3.178 -2.553 4.251
H -2.051 -4.519 4.894
H -1.044 -3.496 4.186
H 0.206 -5.214 3.986
H 0.365 -5.858 2.384
H -0.608 -6.750 3.711
C -4.755 9.234 2.803
C -3.808 8.143 2.355
C -3.886 6.888 3.206
O -3.046 5.925 2.618
C -3.029 4.702 3.353
N -3.952 7.790 0.867
H -3.629 8.555 0.279
H -3.300 6.994 0.782
H -4.867 7.402 0.646
H -5.796 9.000 2.555
H -4.460 10.113 2.230
H -4.830 9.440 3.868
H -2.770 8.459 2.480
H -4.929 6.548 3.102
H -3.686 7.035 4.268
H -2.328 4.037 2.870
H -4.044 4.323 3.498
H -2.704 4.937 4.373
C -5.918 0.920 -3.396
C -6.057 2.398 -3.035
C -7.381 3.069 -3.321
O -7.267 4.466 -3.136
C -8.521 5.147 -3.234
N -5.679 2.562 -1.554
H -5.779 3.560 -1.334
H -6.315 2.042 -0.956
H -4.651 2.485 -1.449
H -5.018 0.531 -2.916
H -5.826 0.768 -4.469
H -6.770 0.354 -3.014
H -5.174 2.899 -3.436
H -8.285 2.766 -2.783
H -7.542 2.873 -4.389
H -8.308 6.204 -3.126
H -9.242 4.745 -2.517
H -8.944 4.947 -4.223
As 6.070 -1.183 -0.254
F 6.362 -2.827 0.353
F 7.807 -1.024 -0.511
F 5.836 0.346 -1.069
F 4.311 -1.231 -0.054
F 6.182 -0.370 1.277
F 5.862 -1.984 -1.831
As -2.326 4.928 -1.820
F -1.422 6.373 -2.227
F -2.640 5.431 -0.159
F -3.230 3.409 -1.429
F -1.954 4.284 -3.411
F -0.915 4.054 -1.304
F -3.839 5.542 -2.384
*
```

Properties
F_max, hartree/bohr: 0.0740
LUMO level, eV: -8.82
Kohn-Sham gap, eV: 9.3

Atomic partial charges in e from the Mulliken method, atoms 1 to 99: C -0.19; F -0.21; F 0.08; F -0.11; S 0.11; O -0.55; O -0.13; N -0.23; S 0.86; O -0.68; O 0.06; C -0.05; F -0.14; F -0.09; F 0.02; C -1.28; C -0.19; N 0.73; C -1.68; C -0.80; C -0.73; C -0.27; C -0.90; O -0.14; C -0.85; H 0.52; H 0.16; H 0.14; H 0.19; H 0.40; H 0.72; H 0.49; H 0.33; H 0.46; H 0.36; H 0.02; H 0.33; H 0.41; H 0.27; H 0.25; H 0.45; H 0.62; H 0.24; H 0.33; H 0.33; C -1.36; C -0.15; N 0.08; C -1.15; C -0.26; C -1.11; C -0.82; C -0.90; O 0.30; C -0.09; H 0.48; H 0.02; H 0.44; H 0.08; H 0.76; H 0.45; H 0.44; H 0.44; H 0.42; H 0.33; H 0.17; H 0.34; H 0.45; H 0.49; H 0.47; H 0.47; H 0.41; H -0.37; H 0.52; H -0.42; C -1.35; C -0.14; N 0.61; C -1.19; C -0.34; C -1.27; C -0.45; C -1.14; O -0.05; C -0.88; H 0.37; H 0.41; H 0.34; H 0.19; H 0.35; H 0.47; H 0.27; H 0.53; H 0.41; H 0.41; H 0.27; H 0.43; H 0.40; H 0.42

---

Entry 2:
This record from OMol25 describes a cluster of 12 separate species, C46H122N10O12 in total in a non-equilibrium geometry. The level of theory is ωB97M-V/def2-TZVPD.

The geometry in ORCA input format:
```
! RIJCOSX wB97M-V def2-TZVPD def2/J DEFGRID3
* xyz 0 1
C -4.786 2.610 -3.742
O -5.650 1.883 -2.841
C -4.988 1.003 -1.935
C -6.021 0.169 -1.262
C -7.071 0.971 -0.395
N -5.322 -0.815 -0.417
H -5.376 2.946 -4.596
H -3.996 1.948 -4.117
H -4.276 3.450 -3.247
H -4.348 0.299 -2.476
H -4.365 1.594 -1.232
H -6.548 -0.405 -2.020
H -7.608 1.713 -0.976
H -6.578 1.457 0.450
H -7.742 0.173 -0.031
H -4.859 -0.335 0.349
H -5.883 -1.484 0.101
C -2.853 -5.832 -3.979
O -2.129 -5.259 -2.907
C -1.295 -6.179 -2.255
C -0.684 -5.622 -0.990
C 0.302 -4.499 -1.346
N 0.044 -6.614 -0.242
H -2.179 -6.237 -4.745
H -3.495 -5.060 -4.406
H -3.477 -6.688 -3.670
H -1.929 -7.073 -2.019
H -0.509 -6.610 -2.921
H -1.491 -5.163 -0.409
H 0.864 -4.242 -0.455
H -0.174 -3.695 -1.897
H 1.038 -4.960 -2.015
H 0.921 -6.788 -0.708
H -0.446 -7.484 -0.154
C 0.848 -0.800 4.584
O 1.792 -1.390 5.432
C 2.677 -0.546 6.198
C 3.593 -1.584 6.883
C 2.950 -2.357 8.008
N 4.726 -0.782 7.375
H 0.163 -0.144 5.151
H 0.301 -1.584 4.074
H 1.311 -0.129 3.865
H 3.341 0.055 5.542
H 2.035 0.103 6.814
H 3.916 -2.352 6.126
H 1.965 -2.779 7.776
H 2.827 -1.693 8.875
H 3.600 -3.189 8.225
H 5.321 -1.310 8.006
H 5.334 -0.513 6.611
C -4.535 -4.267 5.632
O -3.762 -3.609 4.645
C -4.566 -3.064 3.571
C -3.598 -2.419 2.595
C -2.895 -3.514 1.787
N -2.595 -1.552 3.307
H -3.863 -4.772 6.347
H -5.186 -5.029 5.165
H -5.185 -3.545 6.142
H -5.151 -3.913 3.155
H -5.211 -2.304 4.034
H -4.108 -1.683 1.963
H -2.448 -4.281 2.435
H -2.071 -3.064 1.240
H -3.532 -4.032 1.099
H -2.168 -2.086 4.080
H -3.088 -0.782 3.780
C -0.982 3.369 4.243
O -2.023 3.330 3.283
C -1.558 2.777 2.080
C -2.758 2.372 1.193
C -3.671 3.535 0.788
N -3.630 1.252 1.837
H -0.619 2.363 4.507
H -1.407 3.841 5.144
H -0.132 3.939 3.827
H -0.882 3.466 1.496
H -0.990 1.843 2.319
H -2.359 1.873 0.307
H -3.847 4.119 1.716
H -4.608 3.179 0.389
H -3.164 4.204 0.112
H -2.942 0.658 2.301
H -4.047 1.773 2.607
C 0.791 3.807 -0.953
O 1.255 5.153 -1.092
C 0.623 5.942 -2.045
C 1.255 7.340 -1.969
C 2.673 7.222 -2.379
N 1.138 8.102 -0.718
H 0.759 3.361 -1.957
H -0.170 3.757 -0.444
H 1.466 3.275 -0.296
H 0.740 5.646 -3.097
H -0.458 6.013 -1.737
H 0.795 7.997 -2.717
H 3.280 6.610 -1.698
H 3.200 8.154 -2.579
H 2.755 6.654 -3.320
H 1.588 7.556 0.019
H 0.157 8.114 -0.457
C -0.427 0.995 -4.114
O -1.038 2.204 -4.338
C -0.363 3.043 -5.196
C -1.076 4.382 -5.313
C -2.520 4.297 -5.899
N -0.282 5.408 -6.131
H -1.103 0.464 -3.443
H 0.561 1.126 -3.640
H -0.291 0.392 -5.019
H 0.619 3.192 -4.743
H -0.216 2.648 -6.210
H -1.179 4.800 -4.324
H -3.057 3.398 -5.601
H -2.302 4.258 -6.971
H -3.018 5.246 -5.630
H 0.731 5.281 -5.961
H -0.422 5.212 -7.133
C -0.992 -2.682 -5.000
O 0.108 -1.923 -5.404
C 1.339 -2.451 -4.905
C 2.518 -1.753 -5.602
C 2.432 -1.937 -7.077
N 3.851 -2.186 -5.094
H -1.163 -2.585 -3.922
H -0.946 -3.750 -5.230
H -1.857 -2.242 -5.489
H 1.383 -2.265 -3.828
H 1.387 -3.547 -5.094
H 2.461 -0.694 -5.321
H 1.569 -1.541 -7.608
H 2.551 -3.023 -7.324
H 3.331 -1.527 -7.590
H 3.931 -2.094 -4.064
H 3.868 -3.204 -5.204
C 2.342 2.050 1.906
O 3.136 3.222 2.001
C 2.415 4.349 2.547
C 3.332 5.547 2.457
C 2.533 6.735 2.975
N 3.768 5.844 1.071
H 2.033 1.646 2.879
H 2.994 1.289 1.455
H 1.448 2.151 1.264
H 1.530 4.491 1.922
H 2.140 4.113 3.597
H 4.206 5.363 3.102
H 1.733 6.955 2.268
H 3.200 7.604 3.096
H 2.046 6.547 3.958
H 4.497 5.163 0.889
H 2.973 5.676 0.477
C 4.000 -4.203 -1.570
O 3.830 -2.824 -1.825
C 3.714 -2.071 -0.591
C 5.015 -2.003 0.268
C 4.837 -1.164 1.539
N 6.188 -1.631 -0.532
H 5.069 -4.418 -1.258
H 3.777 -4.691 -2.522
H 3.311 -4.547 -0.783
H 3.437 -1.083 -0.991
H 2.926 -2.464 0.051
H 5.257 -3.015 0.587
H 3.950 -1.427 2.135
H 4.703 -0.110 1.254
H 5.710 -1.135 2.221
H 6.047 -0.714 -0.921
H 6.204 -2.213 -1.360
C 2.881 -4.464 4.065
C 2.219 -4.376 2.717
C 0.718 -4.448 2.527
O 2.880 -4.244 1.723
H 3.953 -4.672 3.983
H 2.413 -5.151 4.767
H 2.778 -3.469 4.497
H 0.434 -5.246 1.811
H 0.387 -3.497 2.108
H 0.183 -4.639 3.442
C -1.600 -0.750 -0.657
C -0.317 -0.240 -0.090
C 0.350 -1.223 0.784
O 0.110 0.888 -0.264
H -2.140 -1.142 0.202
H -1.452 -1.641 -1.270
H -2.055 0.027 -1.266
H 0.518 -2.155 0.222
H -0.280 -1.516 1.621
H 1.279 -0.879 1.209
*
```

Properties
F_max, hartree/bohr: 0.0500
LUMO level, eV: 0.39
Kohn-Sham gap, eV: 9.5
SMILES: COC[C@H](C)N.COC[C@H](C)N.COC[C@H](C)N.COC[C@H](C)N.COC[C@H](C)N.COC[C@H](C)N.COC[C@H](C)N.COC[C@H](C)N.COC[C@H](C)N.COC[C@H](C)N.CC(C)=O.CC(C)=O

Atomic partial charges in e from the Mulliken method, atoms 1 to 99: C -0.66; O -0.44; C 0.22; C -0.02; C -1.29; N -0.33; H 0.36; H 0.19; H 0.30; H 0.39; H -0.37; H 0.45; H 0.35; H 0.23; H 0.41; H -0.16; H 0.29; C -0.96; O -0.11; C -1.09; C 1.07; C -0.16; N -0.51; H 0.37; H 0.24; H 0.34; H 0.44; H 0.31; H -0.34; H -0.40; H -0.25; H 0.50; H 0.27; H 0.26; C 0.44; O -0.20; C -0.80; C 1.08; C -1.59; N -0.74; H 0.33; H -0.09; H -0.38; H 0.18; H 0.32; H -0.03; H 0.30; H 0.41; H 0.41; H 0.26; H 0.24; C -0.80; O -0.24; C -1.17; C 1.83; C -1.39; N -0.52; H 0.22; H 0.29; H 0.32; H 0.45; H 0.49; H -0.89; H 0.39; H 0.00; H 0.63; H 0.33; H 0.29; C -0.09; O -0.41; C 0.34; C 1.18; C -1.47; N -0.16; H -0.07; H 0.37; H 0.02; H 0.09; H -0.24; H -0.75; H 0.43; H 0.39; H 0.22; H -0.25; H 0.36; C -0.17; O -0.05; C -0.20; C 0.04; C -1.28; N -0.73; H 0.17; H 0.01; H 0.06; H 0.10; H 0.25; H 0.44; H 0.18; H 0.33